Here is a molecular structure, C30H35InN2O2S3Si at a distorted geometry from the OMol25 dataset. Energies are from the ωB97M-V functional and the def2-TZVPD basis.

Positions of all 74 atoms, in Å:
1 In -0.15 -1.75 0.67
2 O -0.88 0.31 1.76
3 S -1.60 1.33 2.61
4 C -2.86 2.12 1.53
5 C -4.10 1.30 1.17
6 C -3.80 0.08 0.30
7 C -3.63 0.43 -1.17
8 S -2.81 -0.92 -2.10
9 O -1.60 -1.28 -1.27
10 C -4.03 -2.20 -1.80
11 C -3.78 -3.22 -0.90
12 C -4.73 -4.21 -0.71
13 C -5.92 -4.17 -1.42
14 C -6.17 -3.15 -2.32
15 C -5.22 -2.16 -2.53
16 C -2.68 0.44 3.73
17 C -2.90 -0.92 3.59
18 C -3.79 -1.55 4.46
19 C -4.42 -0.81 5.46
20 C -4.17 0.54 5.60
21 C -3.29 1.18 4.73
22 H -2.29 2.40 0.64
23 H -3.14 3.03 2.06
24 H -4.80 1.96 0.66
25 H -4.60 0.97 2.08
26 H -4.60 -0.66 0.41
27 H -2.88 -0.39 0.64
28 H -2.97 1.29 -1.31
29 H -4.58 0.62 -1.66
30 H -2.84 -3.24 -0.37
31 H -4.54 -5.01 -0.01
32 H -6.66 -4.95 -1.27
33 H -7.09 -3.13 -2.88
34 H -5.39 -1.37 -3.24
35 H -2.40 -1.48 2.82
36 H -3.98 -2.61 4.36
37 H -5.11 -1.31 6.13
38 H -4.65 1.11 6.38
39 H -3.08 2.24 4.84
40 C 3.82 -1.22 -3.75
41 Si 2.99 -0.03 -2.58
42 C 1.20 0.33 -3.01
43 C 3.72 1.55 -1.89
44 C 4.63 2.32 -2.50
45 C 5.27 3.50 -1.93
46 C 5.61 3.71 -0.66
47 C 5.56 2.76 0.50
48 C 4.54 1.61 0.49
49 H 3.63 -0.95 -4.79
50 H 3.39 -2.22 -3.60
51 H 4.90 -1.29 -3.62
52 H 0.96 -0.03 -4.01
53 H 1.01 1.40 -2.97
54 H 0.50 -0.16 -2.32
55 H 4.90 2.09 -3.53
56 H 5.48 4.29 -2.64
57 H 6.07 4.67 -0.41
58 H 5.44 3.35 1.41
59 H 4.17 1.50 1.51
60 N 7.49 -0.60 0.11
61 C 6.64 0.39 0.26
62 S 7.22 1.95 0.68
63 C 5.22 0.32 0.10
64 C 4.59 -0.77 -0.42
65 C 3.18 -0.92 -0.74
66 N 2.17 -0.22 0.01
67 C 2.21 1.05 0.10
68 C 3.33 1.88 -0.45
69 H 8.48 -0.46 0.25
70 H 7.19 -1.55 -0.01
71 H 5.20 -1.62 -0.71
72 H 2.91 -1.97 -0.85
73 H 1.42 1.52 0.69
74 H 3.08 2.95 -0.37

The value obtained for the molar mass is 694.73 g/mol. The HOMO-LUMO gap comes out at 0.2687 Ha. As for the charge: +2. Its energy above the lowest of the compared OMol25 structures with the same formula, charge and spin is 56.0 kcal per mole. As for the LUMO energy: -6.1 eV.

What are the Löwdin partial charges on each atom? They are as follows, in elementary charge units: 0.96 -0.75 1.03 -0.29 -0.20 -0.24 -0.29 1.03 -0.75 -0.40 -0.08 -0.05 -0.05 -0.05 -0.08 -0.40 -0.08 -0.05 -0.05 -0.05 -0.08 0.09 0.10 0.13 0.11 0.13 0.06 0.09 0.10 0.08 0.11 0.12 0.12 0.12 0.08 0.12 0.12 0.12 0.12 -0.15 0.73 -0.13 -0.21 -0.07 -0.06 -0.11 -0.42 -0.21 0.04 0.05 0.04 0.05 0.05 0.00 0.11 0.12 0.12 0.12 0.16 0.17 -0.52 1.15 -0.18 0.01 -0.31 -0.01 -0.11 -0.20 0.13 0.13 0.13 0.11 0.13 0.16

***

Here is a molecular structure, Ca2H16N2O14 at a distorted geometry from the OMol25 dataset. Energies are from the ωB97M-V functional and the def2-TZVPD basis.

Positions of all 34 atoms, in Å:
1 Ca 2.82 0.63 -2.38
2 Ca -3.02 -2.19 -1.30
3 N -0.30 -0.09 -0.70
4 O -1.47 -0.47 -1.03
5 O 0.50 0.25 -1.62
6 O 0.01 0.00 0.44
7 N -1.00 -4.23 0.58
8 O -1.52 -3.16 -0.03
9 O -1.52 -4.59 1.58
10 O -0.02 -4.73 0.05
11 O 2.35 -1.71 -2.73
12 H 1.67 -2.27 -3.12
13 H 2.97 -2.34 -2.33
14 O 2.30 -1.15 2.36
15 H 1.67 -0.47 2.12
16 H 2.39 -1.73 1.60
17 O -2.05 2.33 -0.09
18 H -1.58 2.58 -0.89
19 H -2.27 1.41 -0.20
20 O -1.37 1.86 2.92
21 H -1.27 1.53 3.82
22 H -0.74 1.34 2.41
23 O -1.07 -1.29 2.96
24 H -1.98 -1.07 3.16
25 H -0.91 -0.89 2.10
26 O 1.28 2.88 1.40
27 H 0.35 2.74 1.18
28 H 1.48 2.19 2.06
29 O -1.66 1.28 -3.76
30 H -1.06 0.65 -3.35
31 H -1.09 2.01 -4.04
32 O 2.26 2.61 -1.19
33 H 2.09 3.45 -1.63
34 H 1.74 2.68 -0.33

The value obtained for the molar mass is 348.28 g/mol. The HOMO-LUMO gap comes out at 0.2361 Ha. As for the charge: +2. Its energy above the lowest of the compared OMol25 structures with the same formula, charge and spin is 0.0 kcal per mole. As for the LUMO energy: -8.3 eV.

What are the Löwdin partial charges on each atom? They are as follows, in elementary charge units: 1.75 1.74 -0.51 -0.20 -0.16 0.10 -0.58 -0.36 0.11 0.04 -0.13 0.09 0.10 -0.03 -0.01 0.03 -0.02 0.04 0.01 -0.04 0.06 -0.03 -0.04 0.05 -0.03 -0.02 0.04 0.07 -0.05 -0.02 0.04 -0.18 0.09 0.04

***

Here is 2 unconnected molecules or ions with the total composition H3NO4P at a distorted geometry from the OMol25 dataset. Energies are from the ωB97M-V functional and the def2-TZVPD basis.

Positions of all 9 atoms, in Å:
1 N -0.11 0.41 -0.52
2 O -1.74 -1.49 -0.01
3 O -2.60 0.90 0.38
4 O 0.84 -1.42 1.54
5 O -0.91 0.09 1.87
6 P -1.47 -0.11 0.42
7 H 0.59 0.11 0.21
8 H -0.16 1.36 -0.67
9 H 0.14 -1.70 0.99

The value obtained for the molar mass is 112.00 g/mol. The HOMO-LUMO gap (spin up / spin down) comes out at 0.3425 / 0.2188 Ha. Its multiplicity is 3. As for the charge: -1. Its energy above the lowest of the compared OMol25 structures with the same formula, charge and spin is 0.0 kcal per mole. As for the expectation value of S²: 2.012. As for the LUMO energy (spin up / spin down): 4.3 / 1.1 eV.

What are the Löwdin partial charges on each atom? They are as follows, in elementary charge units: -0.02 -0.34 -0.40 -0.06 -0.13 0.02 0.02 0.00 -0.09

***

What is the charge in the second record?
+2